Record 1
Molecular formula: C19H27N5O3S
Method: DFT, wB97M-V/def2-TZVPD

Values from the calculation:
structure (SMILES) = [H]/N=C1/NC(=O)/C(=C\c2ccc(N)cc2)S1.CNC(=O)[C@H](CC(C)C)NC(C)=O
LUMO energy = -0.443 eV
relative energy (zero: lowest compared OMol25 entry of this formula, charge and spin) = 1.726 eV
HOMO = -7.825 eV
largest force on an atom = 3.93 eV/Å

Structure (ORCA input):
```
! RIJCOSX wB97M-V def2-TZVPD def2/J DEFGRID3
* xyz 0 1
H -0.3367 3.9144 3.4945
N -0.9931 3.1351 3.5111
C -0.5272 1.9765 3.1942
N -1.3292 0.8774 3.1974
C -0.7150 -0.2422 2.7200
O -1.4452 -1.1516 2.3676
C 0.7196 -0.0447 2.4808
C 1.7689 -0.8957 2.1808
C 1.8146 -2.3597 2.0136
C 2.9640 -2.8948 1.4073
C 3.1101 -4.2736 1.2280
C 2.1088 -5.1408 1.6480
N 2.2474 -6.5013 1.4657
C 0.9699 -4.6338 2.2610
C 0.8272 -3.2569 2.4606
S 1.1194 1.6555 2.7115
H -2.3348 0.9663 3.1707
H 2.7207 -0.3888 2.0457
H 3.7602 -2.2393 1.0646
H 4.0055 -4.6657 0.7583
H 2.9613 -6.8204 0.8152
H 1.4181 -7.0781 1.5899
H 0.1931 -5.3066 2.6071
H -0.0510 -2.9275 2.9981
C 0.3926 3.1002 -4.3414
N 1.4607 2.5309 -3.5173
C 1.3326 1.7445 -2.4428
O 2.3420 1.3572 -1.8687
C -0.0691 1.3688 -1.9209
C -0.6265 2.4608 -0.9848
C -2.1236 2.3350 -0.6442
C -2.5425 3.5269 0.2174
C -3.0214 2.3516 -1.8848
N -0.0604 0.0663 -1.2393
C -0.7957 -0.9861 -1.5983
C -0.5076 -2.2886 -0.8886
O -1.6470 -0.9442 -2.4774
H -0.1962 2.3024 -4.7994
H -0.2623 3.7271 -3.7342
H 0.8240 3.7146 -5.1341
H 2.4146 2.7291 -3.7791
H -0.7145 1.2982 -2.7946
H -0.0514 2.4502 -0.0580
H -0.4692 3.4331 -1.4521
H -2.2992 1.4161 -0.0845
H -3.5838 3.4155 0.5202
H -1.9256 3.5717 1.1109
H -2.4277 4.4560 -0.3402
H -2.8000 3.2204 -2.5037
H -2.8756 1.4406 -2.4648
H -4.0680 2.3832 -1.5820
H 0.6558 -0.0806 -0.5456
H -0.9670 -3.1030 -1.4456
H 0.5671 -2.4483 -0.8250
H -0.9315 -2.2533 0.1111
*
```

Want to see where the charge sits? The Löwdin charges in e are:
1 H 0.0411
2 N 0.0757
3 C -0.7453
4 N 0.1236
5 C -0.4811
6 O 0.0661
7 C -0.4170
8 C -0.0358
9 C -0.2306
10 C -0.0329
11 C -0.0313
12 C -0.3418
13 N 0.0991
14 C -0.0207
15 C -0.0145
16 S 1.0547
17 H 0.1729
18 H 0.1043
19 H 0.1149
20 H 0.1089
21 H 0.1001
22 H 0.1007
23 H 0.1121
24 H 0.1036
25 C -0.0592
26 N 0.0300
27 C -0.4559
28 O 0.0415
29 C -0.1976
30 C -0.1112
31 C -0.4152
32 C -0.0814
33 C -0.0682
34 N 0.1278
35 C -0.5365
36 C 0.0152
37 O 0.0341
38 H 0.0887
39 H 0.0727
40 H 0.0872
41 H 0.1425
42 H 0.1218
43 H 0.1008
44 H 0.1152
45 H 0.1298
46 H 0.0803
47 H 0.0457
48 H 0.0821
49 H 0.0796
50 H 0.0637
51 H 0.0796
52 H 0.1289
53 H 0.0863
54 H 0.0786
55 H 0.0663

Record 2
Molecular formula: C19H28AuN2O4S
Method: DFT, wB97M-V/def2-TZVPD

Values from the calculation:
LUMO energy = -1.988 eV
relative energy (zero: lowest compared OMol25 entry of this formula, charge and spin) = 0.000 eV
HOMO = -10.994 eV
largest force on an atom = 0.70 eV/Å

Structure (ORCA input):
```
! RIJCOSX wB97M-V def2-TZVPD def2/J DEFGRID3
* xyz 1 1
Au -2.4531 1.0650 0.7861
C 2.2325 -4.0063 -2.8732
O 2.3650 -4.2415 -1.4773
C 1.5377 -3.5896 -0.6419
C 1.7537 -3.7940 0.7243
C 0.9688 -3.1348 1.6375
C -0.0761 -2.2790 1.2509
C -0.9113 -1.6036 2.2753
C -0.2708 -1.1901 3.5780
O -2.0894 -1.3447 2.0769
C -0.2819 -2.0992 -0.1179
O -1.1969 -1.1873 -0.5817
C 0.5166 -2.7411 -1.0564
H 3.0729 -4.5066 -3.3430
H 2.2748 -2.9390 -3.0984
H 1.2993 -4.4266 -3.2529
H 2.5384 -4.4692 1.0365
H 1.1482 -3.3158 2.6878
H 0.2367 -2.0141 4.0764
H -1.0340 -0.7856 4.2369
H 0.4775 -0.4198 3.3745
H 0.3151 -2.5515 -2.1005
N -3.6244 -2.4987 -0.9173
C -4.7987 -2.0632 -0.1445
C -4.9760 -0.5468 -0.1612
N -4.3086 0.1270 0.9903
H -3.4422 -3.4803 -0.7415
H -2.1031 -1.5606 -0.6284
H -3.8068 -2.4090 -1.9109
H -4.6549 -2.4009 0.8837
H -5.7217 -2.5250 -0.5030
H -6.0380 -0.3070 -0.1314
H -4.5767 -0.1421 -1.0895
H -4.0074 -0.5763 1.6657
H -4.9554 0.7372 1.4762
C 4.6244 5.9186 -0.0221
C 3.5925 4.8253 -0.0552
C 2.2832 5.0605 0.3586
C 1.3318 4.0524 0.3421
C 1.7071 2.7938 -0.0981
C 3.0077 2.5204 -0.4968
C 3.9400 3.5430 -0.4797
S 0.5252 1.4781 -0.1577
C -0.1841 1.7989 -1.7678
O -0.5517 1.9227 0.8497
H 4.1665 6.8929 0.1377
H 5.1885 5.9504 -0.9542
H 5.3383 5.7447 0.7850
H 2.0022 6.0489 0.7010
H 0.3184 4.2325 0.6756
H 3.2913 1.5244 -0.8175
H 4.9573 3.3418 -0.7924
H -0.6359 2.7902 -1.7339
H -0.9254 1.0239 -1.9515
H 0.6130 1.7566 -2.5089
*
```

Want to see where the charge sits? The Löwdin charges in e are:
1 Au 0.8333
2 C -0.0613
3 O -0.0581
4 C -0.2701
5 C 0.0134
6 C -0.0093
7 C -0.0993
8 C -0.3756
9 C 0.0086
10 O -0.0174
11 C -0.2654
12 O -0.0779
13 C 0.0597
14 H 0.0973
15 H 0.0930
16 H 0.0995
17 H 0.1268
18 H 0.1127
19 H 0.0799
20 H 0.0888
21 H 0.0994
22 H 0.1163
23 N 0.0125
24 C -0.2343
25 C -0.2095
26 N -0.1029
27 H 0.1008
28 H 0.0388
29 H 0.0980
30 H 0.1171
31 H 0.1154
32 H 0.1183
33 H 0.1074
34 H 0.0520
35 H 0.0932
36 C -0.0378
37 C -0.2534
38 C -0.0181
39 C -0.0559
40 C -0.4138
41 C -0.0759
42 C -0.0276
43 S 0.9711
44 C -0.2228
45 O -0.6750
46 H 0.0797
47 H 0.0865
48 H 0.0915
49 H 0.1201
50 H 0.1148
51 H 0.1145
52 H 0.1229
53 H 0.0718
54 H 0.0346
55 H 0.0717

Record 3
Molecular formula: C19H28BaNPSe
Method: DFT, wB97M-V/def2-TZVPD

Values from the calculation:
LUMO energy = -1.200 eV
HOMO = -5.937 eV
largest force on an atom = 4.84 eV/Å

Structure (ORCA input):
```
! RIJCOSX wB97M-V def2-TZVPD def2/J DEFGRID3
* xyz 0 1
C 0.5628 3.5530 -3.4422
C -0.7075 3.0636 -3.1372
C -0.8742 1.8983 -2.3868
C 0.2708 1.3000 -1.8991
C 1.5485 1.7842 -2.1177
C 1.7087 2.9358 -2.9239
C -2.3018 1.4190 -2.1978
C -2.3489 0.0506 -1.5076
N -2.0626 -1.2522 -2.1409
Ba -1.1273 -1.7722 0.0129
C 2.7677 1.1035 -1.5231
P 2.0451 -0.3911 -0.6925
H -1.6036 3.5827 -3.4743
H 2.7301 3.3030 -3.1098
H 0.6692 4.4343 -4.0823
H 3.2900 1.7467 -0.7845
H 3.5172 0.8150 -2.2911
H -2.8081 2.1175 -1.5148
H -2.8574 1.5607 -3.1254
H -1.2713 0.2385 -1.1960
C 3.5488 -1.1850 -0.0242
C 1.8688 -1.3833 -2.2215
H -2.9474 0.0078 -0.6107
C -1.6937 -0.9775 -3.5897
C -3.0561 -2.4651 -1.9947
H 0.7233 -3.0231 1.9860
H -2.2998 -1.4479 -4.3748
H -1.9209 0.0624 -3.8241
H -0.6249 -1.1508 -3.8204
H -3.4960 -2.7994 -2.9508
H -2.5371 -3.3945 -1.5997
H -3.9323 -2.1993 -1.3718
H 2.8483 -1.4407 -2.7182
H 1.5277 -2.3928 -1.9442
H 1.1391 -0.9289 -2.9021
H 4.3425 -1.2667 -0.7830
H 3.9018 -0.6092 0.8438
H 3.2316 -2.1847 0.3074
H 0.1854 -3.6455 1.9223
Se -1.4470 1.4227 1.6086
C -1.1250 1.0160 3.3739
C -1.5660 -0.2052 3.9422
C -0.8768 -0.7502 5.0218
C 0.1417 -0.0299 5.6639
C 0.3820 1.2951 5.2691
C -0.2949 1.8414 4.1822
H -2.4044 -0.7365 3.4945
H -1.1396 -1.7403 5.3891
H 0.7161 -0.4787 6.4790
H 1.1001 1.8949 5.8234
H -0.1206 2.8728 3.8915
*
```

Want to see where the charge sits? The Löwdin charges in e are:
1 C -0.1019
2 C -0.0725
3 C -0.2899
4 C -0.0949
5 C -0.3473
6 C -0.0612
7 C -0.1693
8 C -0.4376
9 N -0.4795
10 Ba 1.6050
11 C -0.3126
12 P 0.7607
13 H 0.1025
14 H 0.1047
15 H 0.0933
16 H 0.0950
17 H 0.0931
18 H 0.1272
19 H 0.1073
20 H -0.0438
21 C -0.3347
22 C -0.3217
23 H 0.0390
24 C -0.0415
25 C -0.1406
26 H 0.0424
27 H 0.0874
28 H 0.0675
29 H 0.0792
30 H 0.0836
31 H 0.0417
32 H 0.0866
33 H 0.0462
34 H 0.0175
35 H 0.0073
36 H 0.0369
37 H 0.0381
38 H 0.0177
39 H 0.0256
40 Se 0.5193
41 C -0.7943
42 C -0.1968
43 C -0.1321
44 C -0.1259
45 C -0.1114
46 C -0.1490
47 H 0.0699
48 H 0.0889
49 H 0.0897
50 H 0.0953
51 H 0.0902

Record 4
Molecular formula: C19H28ClCrO6
Method: DFT, wB97M-V/def2-TZVPD

Values from the calculation:
⟨S²⟩ = 6.036
LUMO energy (alpha / beta) = 2.329 / 2.327 eV
relative energy (zero: lowest compared OMol25 entry of this formula, charge and spin) = 0.831 eV
HOMO (alpha / beta) = -2.461 / -4.927 eV
largest force on an atom = 3.31 eV/Å

Structure (ORCA input):
```
! RIJCOSX wB97M-V def2-TZVPD def2/J DEFGRID3
* xyz -1 5
O 0.0702 -0.2769 -5.7366
C -0.0557 1.0331 -6.4392
C 0.0852 0.4818 -7.8424
H 0.7706 1.7196 -6.2331
H -1.0237 1.5452 -6.2489
C 0.1970 -0.8397 -7.0631
H 0.9494 0.9218 -8.3670
H -0.8734 0.5580 -8.3973
C 1.4317 -1.7114 -7.2238
H 2.3683 -1.2717 -6.8614
H 1.5582 -1.9658 -8.2811
H 1.2272 -2.6529 -6.6870
C -1.0122 -1.5968 -7.5499
H -1.9109 -0.9904 -7.4441
H -1.1195 -2.5385 -7.0234
H -0.8528 -1.8068 -8.6114
Cr -0.4634 -0.9235 -0.9517
C -2.2490 -0.7630 0.4884
C -1.9159 0.6190 0.2661
C -2.0293 0.8969 -1.1367
H -1.8697 1.4169 0.9959
C -2.4014 -0.3153 -1.8181
C -2.5324 -1.3793 -0.8112
H -2.8632 -2.4004 -1.0279
H -2.4420 -1.1942 1.4697
H -2.0598 1.9046 -1.5429
H -2.6660 -0.3677 -2.8727
C 0.7557 -2.2494 0.3210
C 0.2633 -2.9632 -0.8367
C 0.8282 -2.3407 -2.0192
H -0.3137 -3.8908 -0.8373
C 1.7473 -1.3064 -1.5792
C 1.6478 -1.2043 -0.1426
H 2.2800 -0.5699 0.4763
H 0.6123 -2.5502 1.3540
H 0.6863 -2.6685 -3.0451
H 2.5198 -0.8555 -2.1943
O 2.0459 1.6378 -4.5106
C 1.0901 1.1228 -3.5480
C -0.2353 1.8880 -3.7183
H 1.4414 1.3833 -2.5076
H 0.9948 0.0283 -3.6386
C 0.2264 3.2695 -4.2452
H -0.7103 2.0073 -2.7503
H -0.9670 1.3138 -4.3006
C 1.7561 3.0893 -4.4920
H 0.0596 3.9717 -3.4144
H -0.3125 3.5813 -5.1461
H 2.2502 3.5441 -3.6017
H 2.1789 3.5711 -5.4078
O -0.3537 -0.9606 2.5882
Cl 0.1808 0.4079 2.5562
O -0.7402 1.3257 3.1928
O 1.4775 0.4754 3.1772
O 0.3330 0.8266 1.0858
*
```

Want to see where the charge sits? The Löwdin charges in e are:
1 O -0.0638
2 C -0.1657
3 C -0.0855
4 H 0.1008
5 H 0.1253
6 C -0.5876
7 H 0.1212
8 H 0.1099
9 C -0.0125
10 H 0.0905
11 H 0.0830
12 H 0.0874
13 C -0.0446
14 H 0.0898
15 H 0.0824
16 H 0.0931
17 Cr 0.6212
18 C -0.1565
19 C -0.1579
20 C -0.1717
21 H 0.0959
22 C -0.1935
23 C -0.2002
24 H 0.0984
25 H 0.0999
26 H 0.0882
27 H 0.0923
28 C -0.1724
29 C -0.1871
30 C -0.1877
31 H 0.1035
32 C -0.1705
33 C -0.1481
34 H 0.1065
35 H 0.0961
36 H 0.0944
37 H 0.0970
38 O -0.1769
39 C -0.2072
40 C -0.1762
41 H 0.1348
42 H 0.0937
43 C -0.1532
44 H 0.0583
45 H 0.0915
46 C -0.1790
47 H 0.1076
48 H 0.0943
49 H 0.1150
50 H 0.1185
51 O -0.3786
52 Cl 0.7255
53 O -0.3564
54 O -0.3515
55 O -0.4318